The following is a DFT calculation (ωB97M-V/def2-TZVPD) of one molecule with the formula C9H11NO at a distorted geometry.

Energy above the lowest of the compared OMol25 structures with the same formula, charge and spin in kJ/mol: 326.8
Spin multiplicity: 1
Lowest unoccupied orbital energy (spin up / spin down) in Ha: -0.023 / -0.024
Highest occupied orbital energy (spin up / spin down) in eV: -8.30 / -8.32
Frontier orbital gap (spin up / spin down) in eV: 7.68 / 7.68

CARTESIAN COORDINATES (ANGSTROEM)
C -2.60402 0.68086 0.28787
C -2.64164 -0.63151 -0.15304
C -1.37455 1.29907 0.48676
C -1.47619 -1.35318 -0.34598
C -0.21524 0.58928 0.27779
C -0.23518 -0.75440 -0.11338
C 1.20799 1.13196 0.41113
C 1.46580 2.09386 -0.76781
C 1.32811 -2.56322 0.31733
N 0.95378 -1.36515 -0.34155
O 2.07348 0.09227 0.45411
H -3.51628 1.21752 0.48942
H -3.59159 -1.11203 -0.33832
H -1.32084 2.32395 0.82116
H -1.50663 -2.37410 -0.69788
H 1.25699 1.68044 1.36698
H 1.80166 1.51568 -1.62499
H 2.23795 2.81223 -0.50568
H 0.55455 2.62629 -1.02651
H 1.72931 -2.36166 1.31546
H 0.44785 -3.20507 0.43687
H 2.08917 -3.07218 -0.27415

Results of the natural (NBO) charge analysis, in e, for atoms 1 through 2: -0.2283, -0.1993

=====

The following is a DFT calculation (ωB97M-V/def2-TZVPD) of one molecule with the formula C5H5FN2 at a distorted geometry.

Energy above the lowest of the compared OMol25 structures with the same formula, charge and spin in kJ/mol: 155.1
Spin multiplicity: 1
Lowest unoccupied orbital energy in Ha: 0.031
Highest occupied orbital energy in eV: -9.32
Frontier orbital gap in eV: 10.16
SMILES: Fc1cc2n(n1)CC2

CARTESIAN COORDINATES (ANGSTROEM)
F 3.38800 -0.26233 0.01151
C 2.06206 -0.14747 -0.00798
C 1.35055 1.05338 -0.02278
C 0.06167 0.59525 -0.03721
N 0.10681 -0.73442 -0.06661
N 1.36007 -1.25234 -0.00109
C -1.34026 -1.00691 -0.02493
C -1.47953 0.56443 0.02026
H 1.74792 2.07667 -0.11864
H -1.72307 -1.51953 -0.84769
H -1.63224 -1.42195 0.95127
H -2.01363 1.03296 -0.79233
H -1.88835 1.02225 0.93621

Results of the natural (NBO) charge analysis, in e, for atoms 1 through 2: -0.3054, 0.5214

=====

The following is a DFT calculation (ωB97M-V/def2-TZVPD) of C7H8N4O as an isolated structure at a distorted geometry.

Energy above the lowest of the compared OMol25 structures with the same formula, charge and spin in kJ/mol: 501.4
Spin multiplicity: 1
Lowest unoccupied orbital energy in Ha: 0.010
Highest occupied orbital energy in eV: -9.24
Frontier orbital gap in eV: 9.52

CARTESIAN COORDINATES (ANGSTROEM)
C 2.66936 -0.75940 -2.16330
C 1.23558 -0.62168 -1.43909
C -0.61886 -1.46641 -0.66241
C -0.75375 -0.41984 0.19941
C -1.89706 -0.27979 1.06575
C -0.68015 1.77321 2.05040
C 0.08051 0.54901 0.14736
H 3.64539 -0.71562 -1.80643
H 2.69799 0.24640 -2.86210
H 2.64817 -1.43480 -3.04803
H -1.50491 -2.12434 -0.45495
H -1.84248 -1.48623 1.55265
H -3.12052 -0.29573 0.54045
H -2.47204 0.44738 2.90229
H 0.64510 2.56153 0.47776
N 0.30568 -1.59727 -1.56234
N -1.73793 0.89898 1.97691
N 0.34546 1.48457 1.12287
N 1.02918 0.45704 -0.69253
O -0.67474 2.78298 2.65532

Results of the natural (NBO) charge analysis, in e, for atoms 1 through 2: -0.6688, 0.4590